A cluster of 13 separate species, C35H84O17S12 in total at a distorted geometry, computed with ωB97M-V/def2-TZVPD.

energy relative to the best compared isomer or geometry (same formula, charge and spin): 0.00 kcal/mol
molar mass: 1161.84 g/mol
E_HOMO: -8.20 eV
HOMO-LUMO gap: 7.9 eV
E_tot: -202478.20978 eV
F_max: 1.1 eV/Å

Geometry (Å):
C1 2.397 -0.577 -0.327
C2 3.377 -0.252 -1.177
C3 3.294 0.588 -2.359
C4 2.289 1.204 -3.024
C5 0.848 1.277 -2.634
C6 -0.217 1.241 -3.751
C7 -0.882 -0.117 -3.927
O1 -0.155 -0.916 -4.877
C8 0.865 -1.699 -4.444
C9 1.979 -1.762 -5.446
O2 0.831 -2.284 -3.395
C10 2.886 1.777 -4.268
O3 2.442 2.479 -5.117
O4 4.190 1.287 -4.372
C11 4.550 0.952 -3.075
O5 5.636 1.124 -2.651
H1 2.522 -1.446 0.313
H2 1.498 0.012 -0.178
H3 4.340 -0.744 -1.048
H4 0.647 0.473 -1.922
H5 0.710 2.204 -2.057
H6 -0.997 1.951 -3.458
H7 0.180 1.531 -4.727
H8 -1.882 -0.008 -4.352
H9 -0.991 -0.644 -2.974
H10 1.961 -0.896 -6.110
H11 2.926 -1.836 -4.909
H12 1.880 -2.670 -6.049
C12 0.128 4.418 -4.695
S1 0.011 4.856 -2.975
O6 -1.177 4.115 -2.465
C13 -0.460 6.579 -3.149
H13 0.384 3.367 -4.678
H14 -0.828 4.574 -5.197
H15 0.927 4.968 -5.191
H16 -1.381 6.645 -3.729
H17 0.347 7.122 -3.640
H18 -0.617 6.978 -2.149
C14 -0.705 2.576 2.498
S2 -1.287 2.095 0.882
O7 -0.103 1.828 0.010
C15 -1.934 3.719 0.471
H19 -0.230 1.720 2.974
H20 0.012 3.392 2.401
H21 -1.567 2.891 3.087
H22 -1.129 4.453 0.506
H23 -2.721 3.974 1.183
H24 -2.332 3.674 -0.539
C16 -5.452 5.799 -0.737
S3 -6.357 5.402 0.763
O8 -5.351 5.310 1.856
C17 -6.761 3.716 0.293
H25 -5.066 6.810 -0.625
H26 -4.628 5.097 -0.861
H27 -6.130 5.755 -1.590
H28 -5.840 3.168 0.095
H29 -7.402 3.730 -0.589
H30 -7.293 3.264 1.128
C18 -3.161 4.183 7.328
S4 -3.604 3.674 5.676
O9 -2.321 3.429 4.944
C19 -4.234 5.252 5.104
H31 -2.710 3.323 7.824
H32 -2.454 5.007 7.280
H33 -4.063 4.487 7.860
H34 -3.451 6.003 5.205
H35 -5.105 5.521 5.701
H36 -4.521 5.146 4.058
C20 -1.776 -1.649 7.768
S5 -1.719 0.021 7.122
O10 -2.017 0.949 8.252
C21 -3.214 -0.112 6.147
H37 -0.939 -1.789 8.447
H38 -2.714 -1.797 8.303
H39 -1.697 -2.347 6.934
H40 -4.049 -0.375 6.796
H41 -3.080 -0.878 5.384
H42 -3.397 0.852 5.676
C22 3.424 -5.330 -2.043
S6 3.925 -3.623 -1.856
O11 4.257 -3.106 -3.213
C23 5.496 -3.967 -1.057
H43 2.474 -5.330 -2.575
H44 4.180 -5.867 -2.619
H45 3.295 -5.782 -1.060
H46 6.106 -4.592 -1.709
H47 5.314 -4.465 -0.104
H48 5.992 -3.013 -0.885
C24 5.362 0.242 -9.925
S7 4.509 -0.659 -8.627
O12 3.048 -0.455 -8.844
C25 4.986 0.412 -7.276
H49 5.144 -0.254 -10.868
H50 4.997 1.269 -9.950
H51 6.435 0.217 -9.733
H52 4.646 1.429 -7.469
H53 6.068 0.383 -7.147
H54 4.503 0.027 -6.383
C26 -7.185 -3.217 4.584
S8 -5.606 -2.704 3.899
O13 -4.605 -2.838 4.989
C27 -6.007 -0.957 3.775
H55 -7.123 -4.284 4.783
H56 -7.368 -2.674 5.511
H57 -7.974 -3.023 3.858
H58 -6.275 -0.576 4.761
H59 -6.828 -0.825 3.071
H60 -5.121 -0.442 3.408
C28 3.118 -9.252 -4.391
S9 4.734 -9.091 -5.160
O14 5.681 -8.695 -4.083
C29 4.353 -7.601 -6.086
H61 3.156 -10.108 -3.721
H62 2.897 -8.345 -3.827
H63 2.366 -9.419 -5.162
H64 4.053 -6.811 -5.397
H65 3.558 -7.805 -6.805
H66 5.255 -7.303 -6.616
C30 -0.134 -5.569 8.487
S10 0.445 -4.710 9.955
O15 -0.072 -3.320 9.862
C31 2.174 -4.649 9.473
H67 -1.215 -5.663 8.570
H68 0.122 -4.986 7.603
H69 0.320 -6.559 8.443
H70 2.263 -4.131 8.518
H71 2.567 -5.663 9.403
H72 2.707 -4.099 10.246
C32 0.767 7.049 8.505
S11 -0.081 5.635 9.218
O16 -1.535 5.950 9.179
C33 0.457 5.914 10.907
H73 0.516 7.078 7.447
H74 0.427 7.960 8.996
H75 1.843 6.922 8.623
H76 0.138 6.906 11.229
H77 1.542 5.817 10.962
H78 -0.012 5.152 11.526
C34 0.817 -3.384 -10.196
S12 1.523 -4.293 -8.822
O17 1.649 -5.715 -9.244
C35 0.079 -4.193 -7.756
H79 1.559 -3.370 -10.991
H80 -0.087 -3.890 -10.535
H81 0.605 -2.365 -9.875
H82 -0.774 -4.649 -8.258
H83 -0.122 -3.147 -7.520
H84 0.308 -4.738 -6.842